{
  "formula": "C4H13N2O",
  "method": "the ωB97M-V functional and the def2-TZVPD basis",
  "elements": ["C", "C", "C", "N", "C", "N", "H", "H", "H", "H", "H", "H", "H", "H", "H", "H", "H", "H", "H", "O"],
  "coordinates": [[-0.80869, 2.43027, 0.14267], [0.15455, 2.02084, -0.96220], [0.94416, 0.74448, -0.72252], [0.09823, -0.38183, -0.28177], [0.10863, -1.54696, -0.83628], [-0.76190, -2.51205, -0.56234], [-1.73346, 1.86303, 0.06958], [-0.37410, 2.36801, 1.12854], [-1.09412, 3.46704, -0.02264], [-0.26230, 2.04477, -1.96764], [0.94198, 2.78191, -1.03436], [1.41832, 0.42993, -1.64909], [1.73020, 0.86562, 0.02450], [-0.20493, -0.31427, 0.69709], [0.91200, -1.76878, -1.53947], [-0.65209, -3.42235, -0.97155], [-1.68668, -2.25362, -0.41927], [0.26983, -1.51130, 2.98376], [0.81646, -0.10836, 2.96792], [0.29089, -0.71802, 2.43841]],
  "forces_ev_per_a": [[-0.368, 0.172, -0.959], [1.120, 0.633, 0.097], [-0.024, -0.594, -0.216], [0.181, 0.399, 0.373], [0.541, -0.398, -0.372], [1.487, -0.222, -0.432], [-0.055, -0.193, 0.324], [0.125, -0.170, 0.339], [-0.008, 0.071, 0.096], [-0.502, -0.305, 0.134], [-0.070, 0.027, 0.090], [0.153, 0.017, -0.064], [-0.126, 0.161, 0.092], [-0.585, -0.116, -0.250], [-0.205, 0.058, -0.118], [0.224, -0.073, -0.192], [-1.856, 0.482, 0.916], [-0.168, -0.149, -0.089], [-0.028, 0.177, -0.050], [0.165, 0.023, 0.281]],
  "gap_ev": 11.3,
  "relative_energy_kj_mol": 98.9,
  "lumo_ha": -0.1277,
  "total_energy_ha": -344.729189,
  "total_charge": 1
}